(1)
ORCA calculation (the ωB97M-V functional and the def2-TZVPD basis) on 2 unconnected molecules or ions with the total composition C5H9NO2.

Output
2S+1 = 2
Relative energy (zero: lowest compared OMol25 entry of this formula, charge and spin) = 3.263 eV
<S²> = 0.764
Total charge = +1

Positions of all 17 atoms, in Å:
O -0.69230 2.18542 2.64853
C 0.13478 1.45208 2.15904
O 0.04727 0.93574 0.90737
C 1.41846 0.96627 2.83682
H -0.77005 1.27959 0.51079
H 1.45565 -0.10159 2.78813
H 1.48875 1.45991 3.78410
H 2.32685 1.36691 2.42394
C -1.03728 -1.07402 -2.10338
C -0.97720 -1.63875 -0.84686
C 0.99242 -1.64493 -3.08588
N -0.28626 -1.41512 -3.23866
H -1.80038 -0.31343 -2.31313
H -0.34813 -2.55513 -0.61107
H -1.39557 -1.06157 -0.03629
H 1.55243 -1.87712 -3.98993
H 1.46736 -1.62481 -2.09150

Atomic partial charges in e from the Mulliken method, atoms 1 to 6: -0.510 0.672 -0.429 -0.980 0.328 0.276

---

(2)
ORCA calculation (the ωB97M-V functional and the def2-TZVPD basis) on a molecular structure, C20H50InN2O4Si2.

Output
Relative energy (zero: lowest compared OMol25 entry of this formula, charge and spin) = 0.000 eV
Total charge = +1

Positions of all 79 atoms, in Å:
O -0.66848 -1.68679 -0.49708
O -2.24176 -0.70932 -2.62719
C 0.32622 -2.65959 -0.79465
C 0.78613 -3.50147 0.37595
H 1.16006 -2.06553 -1.20750
H -0.09472 -3.28078 -1.60472
H 1.14826 -2.88706 1.20912
H 1.59935 -4.14101 0.02565
H -0.01803 -4.16112 0.72952
C -1.73155 -2.04455 0.40138
C -2.65846 -3.06430 -0.21651
H -2.24390 -1.09361 0.61736
H -1.31118 -2.40615 1.35361
H -3.05507 -2.68446 -1.16541
H -3.49560 -3.26323 0.45789
H -2.12702 -4.00980 -0.39713
C -3.20361 0.33359 -2.88573
C -1.94477 -1.56680 -3.74262
C -4.43536 0.13858 -2.03670
H -3.46399 0.36122 -3.95565
H -2.71082 1.28371 -2.63014
H -4.92538 -0.81005 -2.27946
H -5.14228 0.94872 -2.22869
H -4.18023 0.14728 -0.97251
C -3.10325 -2.44734 -4.14768
H -1.09894 -2.18262 -3.41274
H -1.60322 -0.94729 -4.58936
H -3.49357 -3.01943 -3.30016
H -2.75905 -3.15805 -4.90184
H -3.90852 -1.85524 -4.58835
H -0.88352 0.06352 -1.64294
In 0.56973 1.01815 1.38807
C -0.06558 0.83928 -1.47790
Si 0.68839 1.44695 -3.10026
H -0.47682 1.70345 -0.93139
H 0.77600 0.32864 -0.96895
C 1.37127 -0.11915 -3.88848
C 2.02715 2.67330 -2.65324
C -0.59733 2.22160 -4.22751
C 2.61664 0.50518 0.76529
Si 3.72138 1.21580 2.11658
H 2.88995 0.89512 -0.22484
H 2.65468 -0.59392 0.69944
C 4.64443 2.65930 1.34971
C 4.90029 -0.09851 2.73175
C 2.79010 1.85480 3.62169
H -0.11594 2.65267 -5.11893
H -1.13253 3.03048 -3.70682
H -1.34834 1.49831 -4.57887
H 2.21587 -0.51043 -3.30651
H 1.72080 0.07746 -4.91123
H 0.60872 -0.90760 -3.94047
H 2.56966 2.40051 -1.73954
H 1.59107 3.66833 -2.49545
H 2.75885 2.75442 -3.46643
H 5.22907 -0.75311 1.91565
H 4.42329 -0.72579 3.49651
H 5.79416 0.35787 3.17926
H 2.60984 1.05143 4.34681
H 1.82561 2.34565 3.42410
H 3.42430 2.61018 4.10680
H 5.47538 2.97829 1.99264
H 3.98525 3.52518 1.20039
H 5.06432 2.38288 0.37335
C -2.01458 1.77014 4.92125
C -1.11919 1.15219 3.92221
N -0.99535 1.77810 2.75785
O -1.78123 2.94215 2.72655
C -0.32491 -0.00850 4.12650
C -0.17753 -0.72638 5.41746
N 0.39159 -0.42773 3.05129
O 1.11599 -1.47361 3.13116
H -2.78516 2.35724 4.41897
H -1.43519 2.44257 5.56948
H -2.46929 1.00156 5.55092
H -1.71832 3.31036 1.82473
H -0.31661 -1.80741 5.28376
H 0.82343 -0.57416 5.85277
H -0.92100 -0.35427 6.12822

Atomic partial charges in e from the Mulliken method, atoms 1 to 6: 0.341 -0.140 -0.234 -1.360 0.163 0.273

---

(3)
ORCA calculation (the ωB97M-V functional and the def2-TZVPD basis) on a molecular structure, C18H25BCoN8O3.

Output
2S+1 = 4
E = -2771.6985 hartree
<S²> = 4.219
Total charge = +2

Positions of all 56 atoms, in Å:
C 2.42440 -0.45700 -1.13470
N 1.18002 -0.50417 -1.66163
N 1.32330 -0.60959 -3.03629
C 2.62111 -0.76797 -3.33724
C 3.35361 -0.65260 -2.15657
B 0.06534 -0.47969 -3.91320
N -0.87261 -1.63066 -3.50640
N -1.32834 -1.68615 -2.19774
C -2.30779 -2.62128 -2.17547
C -2.39358 -3.24043 -3.43669
C -1.45178 -2.59760 -4.24530
Co -0.50197 -0.39638 -0.88344
N -0.62931 0.82011 -3.43533
N -0.96230 0.95743 -2.09498
C -1.55671 2.16756 -1.95433
C -1.60600 2.79804 -3.20524
C -1.00753 1.91531 -4.10759
H -1.90820 2.48078 -0.98217
H -0.80707 1.97491 -5.16038
H -2.00874 3.76180 -3.42740
H 0.29513 -0.45996 -5.08318
H -1.17493 -2.70535 -5.28019
H 2.91201 -0.88609 -4.36598
H -3.06533 -4.00949 -3.75044
H 4.41683 -0.65594 -2.05619
H -2.88212 -2.80002 -1.27727
H 2.54404 -0.31913 -0.07126
H -2.65114 -1.32202 0.89118
C -2.78028 -2.13023 1.62112
H -3.65959 -2.72383 1.34769
H -1.88988 -2.76561 1.60008
H -2.91770 -1.70062 2.62177
C -1.42339 0.94047 3.82251
C -0.08721 1.66068 3.81220
C 0.98324 0.93772 2.98302
C 2.35465 1.64693 3.04060
C 2.37718 3.12994 2.72288
C 1.21550 -0.48215 3.54825
O 1.54138 -0.68095 4.71106
N 1.06426 -1.56538 2.69952
C 0.57736 -1.56013 1.39219
O 0.48971 -2.59004 0.73116
N 0.17753 -0.32590 0.92206
C 0.50404 0.86728 1.50494
O 0.39960 1.91335 0.82750
H -1.85960 0.90790 2.81593
H -2.12423 1.48508 4.46439
H -1.32818 -0.07794 4.22303
H -0.20410 2.67060 3.40648
H 0.29608 1.76280 4.83253
H 2.77561 1.48485 4.04131
H 3.03428 1.12440 2.35094
H 1.74730 3.69424 3.41583
H 3.40735 3.48697 2.82115
H 2.02508 3.29912 1.70092
H 1.28365 -2.48403 3.06439

Atomic partial charges in e from the Mulliken method, atoms 1 to 6: -0.032 0.827 -0.073 -0.004 -1.245 -0.130

---

(4)
ORCA calculation (the ωB97M-V functional and the def2-TZVPD basis) on a molecular structure, C10H21BF2N2O8PS2.

Output
E = -2467.5707 hartree
Total charge = -1

Positions of all 47 atoms, in Å:
C 0.87849 4.55059 0.16032
C 2.13755 3.70247 0.37954
O 2.06303 2.87767 1.53246
B 1.21743 1.78459 1.50794
O 0.91198 1.23300 2.70746
C 0.69162 1.15995 0.14024
C -0.12355 -0.11960 0.16014
C -1.54228 -0.17711 0.66804
N -1.71774 0.03450 2.11360
O 0.81328 -1.07170 0.72149
C 1.96967 -0.85611 0.05412
O 2.87367 -1.67535 -0.05115
C 1.97257 0.56990 -0.53077
P 2.08987 0.80256 -2.36858
C 2.95986 -0.72744 -2.93972
C 0.42774 0.54289 -3.12114
C -0.50715 1.74831 -3.02273
H 1.07383 5.58181 0.43660
H 0.62551 4.55295 -0.89411
H 0.04148 4.20999 0.75724
H 2.35279 3.13589 -0.52285
H 2.98163 4.36613 0.53141
H 1.20505 1.80083 3.42138
H 0.20771 1.98063 -0.38417
H -0.22503 -0.45222 -0.87446
H -1.91491 -1.16720 0.43789
H -2.13372 0.50409 0.05752
H -2.30246 -0.71933 2.45514
H -2.29110 0.86040 2.22415
H 2.85278 1.08133 -0.15416
H 3.74342 -0.96040 -2.23258
H 3.38413 -0.48829 -3.90672
H 2.25188 -1.54414 -3.01811
H -0.09318 -0.35009 -2.78572
H 0.64408 0.38017 -4.17497
H -1.22423 1.69511 -3.83914
H 0.03320 2.68104 -3.14334
H -1.08793 1.74367 -2.10994
N -2.29313 -5.28006 1.98942
S -3.29606 -5.55281 3.19681
O -4.62228 -5.90619 2.80694
O -3.13442 -4.69452 4.32442
F -2.65708 -6.93089 3.66679
S -2.59412 -3.98883 1.15704
O -1.86584 -3.95709 -0.07013
O -2.68056 -2.75086 1.87026
F -4.09748 -4.21024 0.66616

Atomic partial charges in e from the Mulliken method, atoms 1 to 6: -1.170 0.285 -0.803 0.900 -0.573 0.096

---

(5)
ORCA calculation (the ωB97M-V functional and the def2-TZVPD basis) on a molecular structure, C5H5NO.

Output
Relative energy (zero: lowest compared OMol25 entry of this formula, charge and spin) = 4.831 eV
Total charge = 0

Positions of all 12 atoms, in Å:
O -1.80407 -0.94121 1.98060
C -1.30641 -1.12668 0.95120
C -0.35620 0.51711 0.19925
C 1.05983 0.85597 0.44460
C 0.64034 0.60190 -0.97750
C 0.23025 -0.73094 -1.12960
N -0.14306 -1.86840 -1.21287
H -0.86202 -1.94539 -0.29194
H -1.14360 1.26411 0.23423
H 1.71831 0.14054 0.93562
H 1.30833 1.89811 0.64071
H 0.65830 1.33489 -1.77430

Atomic partial charges in e from the Mulliken method, atoms 1 to 6: -0.318 0.125 -0.375 -0.442 -0.334 0.506

---

(6)
ORCA calculation (the ωB97M-V functional and the def2-TZVPD basis) on 2 unconnected molecules or ions with the total composition FH3OSi.

Output
Relative energy (zero: lowest compared OMol25 entry of this formula, charge and spin) = 3.154 eV
Total charge = 0

Positions of all 6 atoms, in Å:
O 2.05761 0.13472 1.14947
F -1.69902 0.65935 -0.27447
Si -1.64594 -0.57413 -1.36423
H 2.00663 -0.11465 0.27736
H 2.32969 1.08066 1.13878
H -3.04897 -1.18594 -0.92690

Partial charges, Mulliken, in e: -0.625 -0.224 0.290 0.297 0.325 -0.064

---

Largest force on an atom, record by record: 3.36 1.98 2.62 2.10 1.08 3.78 eV/A